Computed, not measured: C20H21N5S2Sn as an isolated structure at a distorted geometry, with the ωB97M-V functional and the def2-TZVPD basis.

The geometry in XYZ format:
```
49
Properties=species:S:1:pos:R:3:forces:R:3
Sn -0.188961 0.259970 -0.520132 1.1 0.7 0.1
S 0.422934 2.566464 0.117497 0.3 -1.5 -0.4
S 0.313284 -0.350199 -2.946380 -0.9 0.4 1.0
N 0.028442 -0.828276 1.728367 -0.2 0.4 -1.3
N 2.340516 -1.397116 -1.478939 2.0 -0.7 -0.7
N -2.371951 1.334362 -0.493962 1.2 -1.3 -0.2
N 2.648897 -1.270105 -3.726681 -0.3 0.2 -0.6
N 1.709539 -1.172653 -0.363885 -2.2 1.2 0.9
C 0.843759 -1.358195 4.299525 -0.2 0.2 0.0
C -3.456993 -0.483691 -1.682732 0.1 -0.1 -0.2
C -2.362793 2.490252 0.207349 -0.1 1.0 0.8
C -3.585433 3.125203 0.566551 0.3 -0.2 -0.2
C 1.666733 -1.665701 3.230120 -0.1 0.2 -0.4
C -4.727292 1.458305 -0.740684 0.1 0.0 0.1
C -0.771947 -0.558829 2.747737 -0.4 0.2 0.3
C -1.191000 4.133985 1.556123 0.1 -0.4 -0.4
C 4.067249 -1.606000 -3.702339 0.6 -0.4 0.3
C 4.367445 -3.048276 -3.313222 -0.1 0.1 0.0
C 2.069465 -1.672614 0.771669 0.3 -0.1 -0.9
C -1.153562 3.072815 0.669201 -0.3 0.1 0.3
C 1.904046 -1.063248 -2.659062 -0.7 0.1 0.8
C -0.403504 -0.800392 4.060599 0.1 -0.1 -0.1
C -4.774092 2.577419 0.044064 0.1 -0.1 0.0
C 3.277082 -2.530915 0.890584 0.1 -0.1 -0.1
C -3.577147 4.265741 1.393234 0.3 0.1 0.1
C -3.497771 0.803640 -0.944812 -0.4 0.1 0.0
C 1.234604 -1.377186 1.935506 -0.1 0.0 0.6
C -2.397288 4.734517 1.913060 -0.5 0.0 -0.1
H -3.118608 -0.302145 -2.706168 0.0 -0.1 0.0
H 4.563559 -0.933984 -2.997711 -0.1 0.0 -0.1
H -5.622506 1.033999 -1.170530 0.0 0.0 0.0
H -2.389459 5.582870 2.577283 0.0 0.1 0.1
H -1.740678 -0.141947 2.499412 0.0 0.0 0.1
H 3.998802 -3.259090 -2.315559 0.0 -0.1 0.1
H 3.499983 -2.972101 -0.080473 0.0 0.0 0.1
H -2.768701 -1.187301 -1.207207 0.0 -0.1 0.0
H 1.175349 -1.536842 5.309899 0.0 -0.1 0.1
H -1.080127 -0.562508 4.865745 -0.1 0.0 0.0
H -5.719399 3.036133 0.294787 -0.1 0.1 -0.1
H 4.133544 -1.921549 1.185699 0.1 0.0 0.0
H 3.926731 -3.752296 -4.010839 -0.1 -0.1 -0.1
H 2.244640 -1.044514 -4.625905 0.0 0.0 0.2
H -4.513912 4.757122 1.601550 -0.1 0.1 0.1
H 2.638822 -2.095039 3.404110 0.1 0.0 -0.1
H 3.144405 -3.320109 1.627580 0.0 0.0 0.0
H -0.261086 4.523587 1.940323 0.1 0.1 0.0
H 4.457680 -1.408883 -4.698044 -0.1 0.1 0.0
H 5.443190 -3.202538 -3.316559 0.1 0.0 0.0
H -4.446492 -0.932139 -1.735750 0.1 -0.1 0.0
```
Forces are in eV/Å.

- Multiplicity: 1
- Total charge: +2
- E_HOMO: -14.20 eV
- Frontier orbital gap: 0.215 Ha
- Electronic energy: -2058.685330 Eh

---

Computed, not measured: a 2-piece molecular cluster, C20H21NO4S2 overall at a distorted geometry, with the ωB97M-V functional and the def2-TZVPD basis.

The geometry in XYZ format:
```
48
Properties=species:S:1:pos:R:3:forces:R:3
S 0.105142 2.262483 1.102575 1.6 -0.7 -0.4
S 2.767727 1.971480 0.121595 -1.1 -0.5 0.6
O -0.899809 2.814024 0.221084 -0.8 0.2 0.4
O -0.284657 1.547207 2.301523 -0.9 0.3 0.1
O 3.678492 1.092341 0.828454 0.6 0.3 -0.5
O 3.058259 2.404930 -1.222471 0.7 0.1 -0.1
N -3.277188 -1.446227 -0.340827 1.2 0.5 -0.3
C 2.996600 -3.368675 -0.426706 -0.1 0.2 0.0
C 2.506006 3.457454 1.106798 0.1 -0.1 0.0
C -3.327957 -2.905204 -0.226016 -0.1 -0.6 0.0
C -4.820766 -3.262009 -0.188222 0.2 -0.1 0.3
C 3.494839 4.380218 1.433754 -0.1 0.0 -0.1
C 3.159637 5.467514 2.236024 -0.2 -0.1 -0.1
C 1.210079 1.287783 0.250468 -0.1 -0.3 0.0
C 0.872365 4.680833 2.386594 0.0 0.0 -0.1
C 1.431876 -1.700112 -1.274404 1.2 -0.3 0.3
C -0.907553 -1.498826 -0.500907 0.6 -0.3 0.4
C 0.189414 -0.976614 -1.141496 -0.8 0.1 -0.1
C -4.581719 -0.815245 -0.509441 -0.6 0.5 0.3
C 3.792496 -3.209062 -1.568863 -0.5 0.3 -0.1
C -2.131253 -0.805693 -0.489649 -0.6 -0.3 -0.6
C 2.297634 -1.473040 -2.367607 -0.4 -0.1 0.1
C 3.434460 -2.262487 -2.540818 0.0 0.0 0.1
C -5.582096 -1.978250 -0.565915 -0.1 0.0 -0.4
C 1.214562 3.605217 1.571742 -0.1 0.0 0.1
C 1.836563 -2.608814 -0.266491 0.0 -0.1 -0.6
C 1.850980 5.616856 2.711248 0.0 -0.1 -0.1
H 1.232707 -2.694938 0.640204 0.3 -0.1 -0.3
H -5.935991 -2.069794 -1.596198 -0.1 0.0 0.2
H 1.210997 0.226718 0.535012 0.3 1.0 0.5
H -0.146876 4.778054 2.751680 0.2 0.0 0.0
H -5.013058 -4.059951 -0.911449 -0.1 0.1 0.3
H 3.281536 -4.086157 0.346317 0.0 0.3 -0.2
H -2.792587 -3.236569 0.675412 -0.2 0.2 -0.2
H 4.050006 -2.129984 -3.437105 -0.2 0.0 0.5
H -4.774731 -0.130700 0.331161 0.1 -0.3 -0.2
H 3.917397 6.206458 2.487555 -0.1 -0.2 0.0
H 1.594237 6.472146 3.332510 0.1 -0.2 -0.1
H -2.846257 -3.400902 -1.091740 0.0 0.6 0.3
H -2.159383 0.271141 -0.723439 0.0 -0.4 0.2
H 0.078136 -0.028012 -1.659748 0.1 -0.1 0.0
H -5.089652 -3.628098 0.808354 0.0 0.1 -0.2
H 2.036043 -0.686899 -3.086225 0.2 -0.4 0.2
H -4.621036 -0.213749 -1.433267 0.2 -0.3 0.4
H -0.858182 -2.501394 -0.045492 0.0 0.7 -0.4
H 4.505562 4.243508 1.058346 -0.1 0.0 0.1
H 4.691323 -3.809864 -1.701541 -0.2 0.1 0.1
H -6.444307 -1.799094 0.077641 0.1 0.0 -0.1
```
Forces are in eV/Å.

- Multiplicity: 1
- Total charge: 0
- E_HOMO: -6.86 eV
- Frontier orbital gap: 0.193 Ha
- Electronic energy: -1926.657160 Eh

---

Computed, not measured: the molecule C20H21O3P at a distorted geometry, with the ωB97M-V functional and the def2-TZVPD basis.

The geometry in XYZ format:
```
45
Properties=species:S:1:pos:R:3:forces:R:3
P -0.810729 -0.434733 -1.914634 0.8 1.9 -5.7
O -2.206596 0.459363 -1.730872 -1.3 0.0 2.2
O 0.677389 0.136727 -1.539082 0.5 -0.9 1.4
O -0.940137 -2.014923 -2.435407 0.1 -1.7 1.1
C -2.928390 0.415737 -0.559642 -2.0 0.6 1.7
C 2.138663 1.902439 -0.830254 -1.2 -0.6 0.1
C 4.523683 1.555354 -0.463342 0.6 1.8 0.4
C -3.961828 1.357676 -0.378291 0.2 0.2 -0.2
C 3.169222 1.098906 0.038786 0.5 -0.6 -0.5
C 4.655034 2.843949 -0.012898 0.6 -1.7 -1.4
C -1.797638 -3.942944 -1.250420 -0.3 0.8 -0.2
C 2.234878 3.362126 -0.257420 -0.4 -1.0 -0.5
C 0.312822 -3.824053 0.546791 -0.4 0.4 -0.6
C 3.128524 1.852245 1.359196 -0.5 -1.0 0.6
C 3.388200 3.171221 0.720983 0.7 2.1 1.2
C -2.740812 -0.521371 0.490956 0.4 0.0 -0.7
C -0.666485 -4.780278 0.677141 0.0 -0.9 1.1
C -4.543838 0.415650 1.786931 0.2 0.0 0.2
C -1.743960 -4.830975 -0.176378 0.3 0.3 -0.8
C 0.233962 -2.875158 -0.463311 -0.1 0.1 -0.9
C -3.519988 -0.512777 1.650761 -0.1 0.1 -0.3
C -0.840091 -2.927133 -1.407604 0.9 -1.7 1.5
C 0.727161 1.269596 -0.707402 1.3 1.7 0.9
C -4.743118 1.353082 0.785071 -0.5 0.4 -0.4
H 5.494178 3.514562 -0.203217 -0.4 -0.1 0.0
H -0.014394 2.019551 -0.984187 -0.3 -0.1 -0.3
H 2.416146 4.074221 -1.057916 0.2 0.1 0.1
H -3.364039 -1.243429 2.447430 0.1 0.1 -0.4
H 1.314394 3.693245 0.254738 0.3 -0.3 -0.1
H 3.468472 3.991934 1.432000 0.1 0.2 0.0
H 2.393152 1.882965 -1.903660 0.0 -0.1 0.5
H -2.483834 -5.601236 -0.039768 -0.2 0.0 -0.1
H -5.171155 0.406551 2.679234 0.2 0.1 -0.3
H 3.047212 0.009590 0.134272 -0.2 0.4 -0.4
H 1.152720 -3.810673 1.203408 0.4 0.0 0.4
H 3.952809 1.552772 2.022489 -0.4 0.0 -0.1
H -4.141222 2.097025 -1.180724 0.1 -0.5 0.6
H -1.993864 -1.305167 0.352833 -0.1 0.1 0.2
H -2.608542 -3.959492 -1.976199 0.1 -0.1 0.2
H 2.167573 1.762321 1.866216 -0.1 0.1 0.1
H 0.511806 0.993638 0.332662 0.2 0.0 -0.1
H 5.200278 1.010710 -1.137147 -0.4 0.3 0.4
H -0.586684 -5.526883 1.474609 0.0 0.3 -0.2
H -5.573755 2.076485 0.904454 0.7 -0.4 -0.2
H 1.072822 -2.168415 -0.551184 -0.7 -0.2 -0.2
```
Forces are in eV/Å.

- Multiplicity: 1
- Total charge: 0
- E_HOMO: -6.69 eV
- Frontier orbital gap: 0.220 Ha
- SMILES string: C1=C[C@H]2C[C@@H]1C[C@@H]2COP(Oc1ccccc1)Oc1ccccc1
- Electronic energy: -1341.627071 Eh